(1)
{"formula": "C3H13NO3S", "method": "the ωB97M-V functional and the def2-TZVPD basis", "max_force_ev_per_a": 0.7, "charge": 0, "orbital_gap_ev": 9.654, "smiles": "OCNCCS.O.O", "lumo_energy_ha": 0.0160, "homo_energy_ev": -9.22, "energy_ha": -800.7435, "symbols": ["O", "C", "N", "C", "C", "S", "H", "H", "H", "H", "H", "H", "H", "H", "H", "O", "H", "H", "O", "H", "H"], "coordinates": [[-2.336, -1.342, 0.253], [-1.869, -0.448, 1.278], [-0.677, 0.258, 0.961], [-0.689, 0.988, -0.289], [0.519, 1.931, -0.375], [0.965, 2.202, -2.109], [-1.588, -1.905, 0.001], [-2.701, 0.231, 1.437], [-1.685, -0.996, 2.205], [0.166, -0.298, 1.035], [-0.687, 0.371, -1.189], [-1.614, 1.567, -0.332], [0.327, 2.867, 0.143], [1.363, 1.492, 0.161], [0.746, 3.519, -2.206], [2.354, -1.629, 1.021], [1.884, -2.289, 1.540], [2.987, -2.125, 0.484], [0.874, -1.860, -1.301], [1.260, -1.174, -0.739], [0.403, -1.360, -1.981]], "nbo_charge": [-0.740, 0.091, -0.644, -0.228, -0.530, -0.059, 0.469, 0.169, 0.157, 0.363, 0.165, 0.202, 0.232, 0.216, 0.133, -0.956, 0.480, 0.485, -0.953, 0.479, 0.471]}

***

(2)
{"formula": "C19H24N4O3S", "method": "the ωB97M-V functional and the def2-TZVPD basis", "max_force_ev_per_a": 1.1, "charge": 0, "orbital_gap_ev": 9.642, "smiles": "O=C(N[C@@H]1CCCc2ccccc21)C1CCN(S(=O)(=O)c2cnc[nH]2)CC1", "lumo_energy_ha": 0.0200, "homo_energy_ev": -9.10, "energy_ha": -1581.3822, "symbols": ["O", "C", "N", "C", "C", "C", "C", "C", "C", "C", "C", "C", "C", "C", "C", "C", "N", "S", "O", "O", "C", "C", "N", "C", "N", "C", "C", "H", "H", "H", "H", "H", "H", "H", "H", "H", "H", "H", "H", "H", "H", "H", "H", "H", "H", "H", "H", "H", "H", "H", "H"], "coordinates": [[-0.536, 2.505, -0.996], [-0.583, 1.305, -1.157], [0.212, 0.647, -2.029], [1.305, 1.294, -2.742], [1.141, 1.134, -4.254], [1.588, -0.251, -4.705], [3.078, -0.415, -4.428], [3.422, -0.093, -3.001], [4.587, -0.607, -2.441], [4.940, -0.320, -1.136], [4.125, 0.493, -0.365], [2.968, 1.012, -0.912], [2.610, 0.732, -2.227], [-1.526, 0.387, -0.381], [-0.745, -0.255, 0.773], [-1.680, -1.134, 1.605], [-2.833, -0.404, 2.082], [-2.559, 0.464, 3.477], [-3.634, 1.389, 3.654], [-1.205, 0.945, 3.590], [-2.664, -0.829, 4.685], [-3.565, -1.810, 5.008], [-3.091, -2.545, 6.042], [-1.929, -2.032, 6.351], [-1.619, -0.988, 5.554], [-3.586, 0.266, 1.041], [-2.703, 1.176, 0.191], [0.169, -0.358, -2.081], [1.225, 2.353, -2.471], [1.750, 1.888, -4.756], [0.097, 1.312, -4.517], [1.392, -0.380, -5.771], [1.026, -1.019, -4.168], [3.401, -1.431, -4.663], [3.639, 0.263, -5.081], [5.221, -1.243, -3.042], [5.848, -0.731, -0.720], [4.392, 0.721, 0.655], [2.325, 1.649, -0.321], [-1.900, -0.399, -1.050], [-0.347, 0.531, 1.416], [0.087, -0.855, 0.398], [-2.043, -1.980, 1.010], [-1.159, -1.524, 2.482], [-4.513, -2.019, 4.559], [-1.296, -2.390, 7.138], [-0.807, -0.390, 5.547], [-4.053, -0.508, 0.421], [-4.364, 0.840, 1.543], [-2.316, 1.988, 0.809], [-3.290, 1.616, -0.616]], "nbo_charge": [-0.627, 0.701, -0.617, -0.087, -0.398, -0.391, -0.425, -0.014, -0.198, -0.207, -0.217, -0.186, -0.043, -0.312, -0.420, -0.223, -0.670, 2.328, -0.918, -0.958, -0.259, -0.039, -0.446, 0.176, -0.501, -0.228, -0.415, 0.392, 0.252, 0.207, 0.219, 0.215, 0.186, 0.216, 0.213, 0.207, 0.213, 0.214, 0.220, 0.201, 0.240, 0.214, 0.202, 0.220, 0.220, 0.203, 0.445, 0.195, 0.245, 0.232, 0.223]}

***

(3)
{"formula": "C6H15NO", "method": "the ωB97M-V functional and the def2-TZVPD basis", "max_force_ev_per_a": 2.4, "charge": 0, "orbital_gap_ev": 9.573, "smiles": "C=C(CC)CCN.O", "lumo_energy_ha": 0.0278, "homo_energy_ev": -8.82, "energy_ha": -367.5528, "symbols": ["C", "C", "C", "C", "C", "C", "N", "H", "H", "H", "H", "H", "H", "H", "H", "H", "H", "H", "H", "H", "O", "H", "H"], "coordinates": [[1.101, 0.210, -0.644], [0.292, -0.070, 0.371], [0.771, 0.258, 1.771], [-0.267, 0.594, 2.857], [-1.147, -0.560, 0.199], [-1.903, 0.421, -0.705], [-2.415, 1.606, -0.033], [0.905, 0.131, -1.702], [2.135, 0.436, -0.398], [1.523, 1.042, 1.724], [1.278, -0.619, 2.198], [0.227, 0.951, 3.751], [-0.928, 1.388, 2.499], [-0.927, -0.260, 2.996], [-1.713, -0.654, 1.119], [-1.108, -1.527, -0.282], [-2.800, -0.094, -1.105], [-1.391, 0.631, -1.645], [-2.444, 1.616, 0.973], [-3.293, 1.919, -0.400], [4.221, -2.174, -4.709], [3.429, -2.134, -4.160], [4.452, -3.112, -4.677]], "nbo_charge": [-0.420, 0.042, -0.434, -0.599, -0.457, -0.191, -0.862, 0.196, 0.194, 0.212, 0.204, 0.220, 0.192, 0.200, 0.209, 0.226, 0.161, 0.183, 0.362, 0.364, -0.932, 0.466, 0.466]}

***

(4)
{"formula": "C36H61N8OS", "method": "the ωB97M-V functional and the def2-TZVPD basis", "max_force_ev_per_a": 17.8, "charge": 1, "orbital_gap_ev": 5.515, "lumo_energy_ha": -0.1581, "homo_energy_ev": -9.82, "energy_ha": -2318.7801, "symbols": ["C", "C", "O", "C", "C", "C", "C", "S", "C", "C", "N", "H", "H", "H", "H", "H", "H", "H", "H", "H", "H", "H", "H", "C", "C", "C", "C", "N", "H", "H", "H", "H", "H", "H", "H", "C", "C", "C", "C", "N", "H", "H", "H", "H", "H", "H", "H", "C", "C", "C", "C", "N", "H", "H", "H", "H", "H", "H", "H", "C", "C", "C", "C", "N", "H", "H", "H", "H", "H", "H", "H", "C", "C", "C", "C", "N", "H", "H", "H", "H", "H", "H", "H", "C", "C", "C", "C", "N", "H", "H", "H", "H", "H", "H", "H", "C", "C", "C", "C", "N", "H", "H", "H", "H", "H", "H", "H"], "coordinates": [[-3.719, -1.415, -5.743], [-4.088, -2.037, -4.267], [-3.016, -2.830, -3.645], [-1.747, -2.089, -3.559], [-1.918, -0.675, -2.746], [-1.740, 0.739, -3.556], [-1.971, 2.128, -2.700], [-1.823, 3.786, -3.592], [-2.359, 1.976, -1.081], [-2.498, 0.454, -0.403], [-2.283, -0.790, -1.253], [-4.743, -1.111, -6.260], [-3.156, -2.240, -6.356], [-3.068, -0.439, -5.710], [-4.993, -2.794, -4.451], [-4.533, -1.188, -3.576], [-1.220, -1.899, -4.599], [-0.968, -2.740, -2.931], [-1.478, 0.680, -4.701], [-0.700, 3.754, -4.439], [-2.540, 2.938, -0.431], [-2.755, 0.303, 0.747], [-2.383, -1.755, -0.845], [2.132, 0.103, 1.217], [1.581, -1.134, 1.918], [1.010, -2.166, 0.943], [-0.136, -1.550, 0.157], [-1.087, -1.039, -0.495], [1.350, 0.642, 0.673], [2.555, 0.798, 1.949], [2.922, -0.167, 0.507], [0.805, -0.824, 2.628], [2.384, -1.599, 2.501], [0.642, -3.038, 1.492], [1.784, -2.506, 0.246], [-0.988, 4.640, 2.563], [-2.124, 5.052, 3.494], [-3.105, 3.912, 3.775], [-3.740, 3.447, 2.475], [-4.266, 3.062, 1.395], [-1.360, 4.346, 1.576], [-0.297, 5.476, 2.413], [-0.422, 3.800, 2.983], [-2.658, 5.900, 3.048], [-1.699, 5.401, 4.441], [-3.892, 4.254, 4.457], [-2.590, 3.069, 4.247], [3.982, 0.242, 5.997], [5.295, -0.223, 5.376], [6.015, 0.886, 4.607], [5.134, 1.380, 3.471], [4.402, 1.789, 2.529], [3.264, 0.560, 5.234], [3.517, -0.574, 6.560], [4.148, 1.079, 6.685], [5.091, -1.068, 4.706], [5.953, -0.593, 6.170], [6.956, 0.507, 4.193], [6.251, 1.725, 5.271], [-9.879, -1.326, -4.158], [-9.333, -2.674, -4.620], [-7.829, -2.642, -4.899], [-7.532, -1.638, -6.001], [-7.286, -0.805, -6.915], [-9.757, -0.556, -4.926], [-10.949, -1.403, -3.943], [-9.371, -0.989, -3.247], [-9.873, -2.984, -5.523], [-9.538, -3.424, -3.848], [-7.485, -3.633, -5.214], [-7.276, -2.361, -3.997], [10.780, 2.163, 8.372], [9.960, 3.211, 7.625], [8.581, 2.698, 7.204], [8.738, 1.507, 6.273], [8.868, 0.519, 5.501], [10.989, 1.291, 7.744], [11.744, 2.581, 8.677], [10.255, 1.822, 9.272], [10.522, 3.536, 6.741], [9.835, 4.089, 8.268], [8.029, 3.489, 6.686], [7.999, 2.396, 8.081], [6.083, 1.839, -1.091], [4.880, 2.770, -0.972], [4.633, 3.588, -2.241], [5.844, 4.458, -2.535], [6.849, 5.181, -2.778], [7.012, 2.397, -1.244], [6.204, 1.255, -0.173], [5.958, 1.141, -1.926], [5.035, 3.443, -0.120], [3.989, 2.172, -0.752], [3.754, 4.228, -2.110], [4.448, 2.927, -3.095], [-4.866, -5.311, -3.668], [-4.850, -6.829, -3.518], [-5.394, -7.554, -4.750], [-6.838, -7.145, -4.992], [-8.035, -6.805, -5.192], [-5.885, -4.927, -3.787], [-4.443, -4.836, -2.777], [-4.275, -4.996, -4.535], [-5.439, -7.104, -2.634], [-3.821, -7.157, -3.334], [-5.348, -8.638, -4.598], [-4.797, -7.310, -5.635]], "lowdin_charge": [-0.082, -0.240, -0.235, -0.170, -0.131, 0.028, -0.541, 0.625, 0.026, -0.068, -0.030, 0.071, 0.098, 0.058, 0.100, 0.133, 0.143, 0.130, 0.113, -0.123, 0.073, 0.128, 0.194, -0.116, -0.252, -0.121, 0.202, 0.089, 0.073, 0.025, 0.084, 0.119, 0.120, 0.135, 0.139, -0.112, -0.270, -0.189, -0.140, 0.113, 0.056, 0.079, 0.075, 0.117, 0.113, 0.118, 0.115, -0.114, -0.266, -0.211, -0.109, 0.117, 0.060, 0.074, 0.080, 0.109, 0.110, 0.082, 0.098, -0.113, -0.269, -0.208, -0.160, 0.113, 0.071, 0.076, 0.076, 0.118, 0.112, 0.095, 0.103, -0.112, -0.273, -0.191, -0.148, 0.129, 0.071, 0.078, 0.079, 0.116, 0.113, 0.114, 0.118, -0.115, -0.291, -0.199, -0.166, 0.108, 0.073, 0.061, 0.076, 0.107, 0.091, 0.110, 0.113, -0.129, -0.267, -0.190, -0.159, 0.107, 0.055, 0.071, 0.077, 0.114, 0.110, 0.115, 0.117]}

***

(5)
{"formula": "C3H9IN2", "method": "the ωB97M-V functional and the def2-TZVPD basis", "max_force_ev_per_a": 0.4, "charge": 0, "orbital_gap_ev": 9.407, "smiles": "C[C@@H](I)N(C)N", "lumo_energy_ha": 0.0235, "homo_energy_ev": -8.77, "energy_ha": -526.8631, "symbols": ["C", "C", "I", "N", "C", "N", "H", "H", "H", "H", "H", "H", "H", "H", "H"], "coordinates": [[0.763, 1.707, -0.012], [1.137, 0.295, -0.399], [3.278, -0.014, 0.040], [0.435, -0.731, 0.306], [-0.976, -0.507, 0.561], [0.725, -1.976, -0.291], [0.842, 1.846, 1.064], [-0.255, 1.935, -0.330], [1.434, 2.410, -0.501], [1.086, 0.157, -1.487], [-1.361, -1.382, 1.087], [-1.105, 0.357, 1.207], [-1.562, -0.366, -0.361], [0.120, -2.175, -1.092], [0.615, -2.712, 0.399]], "nbo_charge": [-0.660, -0.065, 0.016, -0.330, -0.424, -0.662, 0.222, 0.213, 0.236, 0.185, 0.209, 0.209, 0.164, 0.326, 0.361]}

***

(6)
{"formula": "C6H16NOPZr", "method": "the ωB97M-V functional and the def2-TZVPD basis", "max_force_ev_per_a": 14.7, "charge": 2, "orbital_gap_ev": 7.404, "lumo_energy_ha": -0.3773, "homo_energy_ev": -17.67, "energy_ha": -755.6790, "symbols": ["Zr", "H", "H", "P", "C", "H", "H", "H", "C", "H", "H", "H", "C", "H", "H", "H", "C", "O", "H", "H", "C", "C", "N", "H", "H", "H"], "coordinates": [[-0.065, -0.640, -0.003], [0.190, -0.702, 1.803], [0.215, 0.252, 1.560], [-0.251, 1.731, -0.622], [1.180, 2.388, -1.477], [0.942, 3.393, -1.857], [2.040, 2.449, -0.795], [1.461, 1.737, -2.318], [-1.605, 1.793, -1.825], [-2.540, 1.449, -1.361], [-1.714, 2.830, -2.169], [-1.386, 1.136, -2.678], [-0.683, 2.936, 0.634], [0.134, 3.038, 1.363], [-0.860, 3.908, 0.152], [-1.589, 2.626, 1.175], [1.958, -0.706, -0.198], [3.098, -0.813, -0.472], [-1.714, -0.457, 0.484], [-0.368, -0.954, -1.435], [0.285, -5.000, 1.835], [0.213, -3.682, 1.352], [0.137, -2.551, 0.918], [0.723, -5.693, 1.079], [-0.721, -5.400, 2.104], [0.920, -5.069, 2.750]], "nbo_charge": [1.463, 0.103, 0.022, 0.891, -0.960, 0.286, 0.264, 0.268, -0.923, 0.280, 0.280, 0.276, -0.950, 0.266, 0.278, 0.280, 0.448, -0.225, -0.303, -0.334, -0.818, 0.736, -0.654, 0.341, 0.344, 0.339]}